Here is a 2-piece molecular cluster, C6H12O overall from OMol25. Energies are from ωB97M-V/def2-TZVPD.

Values from the calculation:
Largest force on an atom ... 0.436 eV/A
Energy above the lowest of the compared OMol25 structures with the same formula, charge and spin ... 160.0 kJ/mol
LUMO energy ... 0.99 eV
E_tot ... -310.99835 a.u.
Charge ... 0
HOMO ... -8.63 eV

Element x y z (Å)
C1 -0.774 2.152 -0.990
C2 -0.945 0.832 -0.959
C3 -0.401 -0.092 -2.014
O1 -1.787 0.287 -0.029
H1 -0.166 2.608 -1.762
H2 -1.303 2.788 -0.288
H3 0.092 -0.985 -1.616
H4 0.314 0.436 -2.650
H5 -1.236 -0.429 -2.638
H6 -1.538 -0.636 0.113
C4 0.354 -1.913 0.801
C5 0.398 -0.910 1.677
C6 1.464 0.144 1.742
H7 -0.428 -2.669 0.834
H8 1.097 -2.012 0.012
H9 -0.378 -0.840 2.439
H10 2.160 -0.103 2.554
H11 2.037 0.214 0.811
H12 1.040 1.129 1.960


Here is an isolated molecule of C5H9NO2 in a non-equilibrium geometry from OMol25. Energies are from ωB97M-V/def2-TZVPD.

Values from the calculation:
Largest force on an atom ... 5.743 eV/A
Energy above the lowest of the compared OMol25 structures with the same formula, charge and spin ... 203.8 kJ/mol
LUMO energy ... 0.76 eV
E_tot ... -401.09914 a.u.
Charge ... 0
HOMO ... -9.46 eV

Element x y z (Å)
C1 -1.183 -1.825 -1.003
C2 -0.630 -1.860 0.210
C3 0.744 -1.547 0.589
C4 1.085 -0.141 1.123
N1 1.168 1.001 0.222
C5 -0.086 1.436 -0.331
O1 -0.034 1.793 -1.455
O2 -1.145 1.276 0.514
H1 -2.150 -2.285 -1.194
H2 -0.659 -1.402 -1.918
H3 -1.033 -2.570 1.014
H4 1.255 -2.387 1.243
H5 1.450 -1.691 -0.238
H6 2.219 -0.299 1.642
H7 0.567 0.119 2.125
H8 1.899 0.790 -0.419
H9 -1.876 1.800 0.199